{"formula": "C4H19NO9", "method": "ωB97M-V/def2-TZVPD", "total_charge": -2, "homo_energy_ev": -1.904, "de_lowest_kj_mol": 443.5, "orbital_gap_ha": 0.27641, "total_energy_ha": -895.66368, "symbols": ["O", "C", "O", "C", "C", "C", "O", "N", "H", "H", "H", "H", "H", "H", "H", "H", "H", "O", "H", "H", "O", "H", "H", "O", "H", "H", "O", "H", "H", "O", "H", "H", "O"], "xyz": [[0.0713, -1.7014, 3.9401], [-0.5597, -0.9712, 3.1566], [-1.7816, -0.9926, 3.0750], [0.3221, -0.2462, 2.0625], [-0.2142, -0.5372, 0.6701], [-0.3696, 0.6913, -0.2247], [0.0732, 0.7420, -1.5740], [1.7044, -0.4164, 2.0008], [0.1273, 0.8529, 2.1531], [-1.2148, -1.0862, 0.5234], [0.6454, -1.1533, 0.2737], [-1.5194, 0.8250, -0.3407], [0.1864, 1.4303, 0.0721], [2.1756, -1.0564, 1.3207], [2.2249, -0.4360, 2.8935], [2.3586, 2.2814, -2.3973], [1.0331, 1.6057, -1.5643], [2.1646, 1.9255, -1.5587], [-2.5354, -0.1146, -2.1156], [-1.0519, 0.3985, -2.6968], [-2.0949, 0.2186, -2.7978], [-2.7326, -1.6418, 2.0289], [-2.8483, -1.1921, 0.4481], [-3.2088, -1.9276, 1.0495], [1.0490, 3.6674, -0.3844], [-0.1666, 3.3036, 0.3998], [0.3073, 4.0652, 0.1517], [2.5182, 0.1644, -0.6959], [1.6230, -0.5866, -1.5840], [2.3684, -0.6857, -0.9252], [-0.3216, -2.1756, -1.7717], [0.1762, -2.5354, -3.0776], [-0.5097, -2.7155, -2.5109]]}


{"formula": "CH2INO2", "method": "ωB97M-V/def2-TZVPD", "total_charge": 0, "homo_energy_ev": -9.303, "de_lowest_kj_mol": 94.9, "orbital_gap_ha": 0.32208, "smiles": "N=C=O.OI", "total_energy_ha": -542.19033, "symbols": ["N", "C", "O", "H", "O", "I", "H"], "xyz": [[-0.0585, -0.3382, 1.2961], [-0.5189, 0.7440, 1.2518], [-1.2202, 1.6004, 1.0054], [0.7575, -0.6873, 1.8608], [0.8091, -0.8794, -1.6125], [-0.1809, 0.0483, -3.0661], [0.4120, -0.4878, -0.7356]]}


{"formula": "C19H20AuNO3PS2", "method": "ωB97M-V/def2-TZVPD", "total_charge": 0, "s_squared": 0.756, "spin_multiplicity": 2, "homo_energy_ev": [-7.428, -7.541], "de_lowest_kj_mol": 0.0, "orbital_gap_ha": [0.18833, 0.19234], "total_energy_ha": -2289.83800, "symbols": ["Au", "C", "C", "O", "P", "S", "S", "O", "C", "C", "H", "H", "H", "H", "H", "H", "H", "H", "H", "H", "C", "C", "C", "C", "C", "C", "C", "C", "C", "C", "C", "C", "C", "C", "C", "H", "H", "H", "H", "H", "H", "H", "H", "H", "H", "O", "N"], "xyz": [[0.3222, -1.2427, 0.7691], [1.6015, 3.3637, 5.0970], [0.7379, 2.4861, 4.2210], [1.5149, 1.9929, 3.1099], [1.9356, 0.4558, 3.0314], [0.2707, -0.7026, 3.1548], [3.0786, 0.1719, 1.4793], [2.6890, 0.3090, 4.4398], [3.3001, -0.9519, 4.7795], [4.8024, -0.7938, 4.7971], [1.0055, 3.7727, 5.9149], [2.0138, 4.1914, 4.5201], [2.4240, 2.7860, 5.5163], [-0.0906, 3.0451, 3.7851], [0.3193, 1.6486, 4.7817], [2.9915, -1.7160, 4.0634], [2.9087, -1.2286, 5.7587], [5.1537, -0.4773, 3.8156], [5.2735, -1.7453, 5.0506], [5.1030, -0.0498, 5.5351], [0.5828, -2.2227, -0.8719], [0.8324, -2.6965, -1.9936], [1.2391, -3.0596, -3.2315], [0.2361, -3.4390, -4.2351], [0.3929, -3.0890, -5.5790], [-0.5923, -3.4055, -6.4983], [-1.7311, -4.0869, -6.0902], [-1.8957, -4.4355, -4.7556], [-0.9250, -4.1016, -3.8291], [2.6728, -3.0511, -3.5416], [3.5408, -2.2634, -2.7753], [4.8958, -2.2584, -3.0449], [5.4042, -3.0495, -4.0683], [4.5556, -3.8515, -4.8199], [3.1959, -3.8514, -4.5630], [1.2691, -2.5372, -5.8919], [-0.4739, -3.1165, -7.5340], [-2.4961, -4.3400, -6.8125], [-2.7857, -4.9613, -4.4370], [-1.0460, -4.3590, -2.7848], [3.1399, -1.6495, -1.9785], [5.5561, -1.6386, -2.4536], [6.4662, -3.0456, -4.2766], [4.9555, -4.4827, -5.6021], [2.5415, -4.5014, -5.1274], [0.0495, 2.0147, 0.0068], [-0.5464, 1.1903, 0.5198]]}


{"formula": "C6H12S2", "method": "ωB97M-V/def2-TZVPD", "total_charge": 0, "homo_energy_ev": [-7.317, -7.330], "de_lowest_kj_mol": 393.4, "orbital_gap_ha": [0.26935, 0.28370], "total_energy_ha": -1032.03946, "symbols": ["C", "C", "C", "C", "C", "C", "S", "S", "H", "H", "H", "H", "H", "H", "H", "H", "H", "H", "H", "H"], "xyz": [[0.1128, -0.9531, 0.2930], [0.4252, -1.0689, -1.1018], [-0.9643, 0.1891, 0.2709], [-0.6347, -2.0726, 1.1374], [1.4251, -0.1719, -1.6504], [0.3554, 2.5500, 1.0672], [-2.5722, -0.2770, -0.3108], [-0.5586, 1.7604, -0.3208], [1.0152, -0.6908, 0.9683], [-0.3611, -1.5226, -1.8130], [-0.7645, -1.6102, 2.1527], [0.0305, -2.9252, 1.3312], [-1.5966, -2.4044, 0.6232], [1.7840, -0.1866, -2.7071], [2.3702, -0.1899, -1.1081], [0.9859, 0.9126, -1.5799], [-0.0326, 2.2522, 2.0659], [0.3229, 3.6786, 0.9663], [1.3295, 2.1005, 0.9572], [-2.6722, 0.6297, -1.2416]]}


{"formula": "C4H6N2O", "method": "ωB97M-V/def2-TZVPD", "total_charge": 0, "homo_energy_ev": -8.314, "de_lowest_kj_mol": 409.1, "orbital_gap_ha": 0.31266, "smiles": "[H]/N=C/N=C=COC", "total_energy_ha": -340.63911, "symbols": ["H", "N", "C", "N", "C", "C", "O", "C", "H", "H", "H", "H", "H"], "xyz": [[-3.5226, 0.3445, 1.2789], [-2.6929, 0.0095, 0.8065], [-2.0888, 0.9699, 0.2257], [-1.0483, 0.6069, -0.6088], [-0.4610, -0.4415, -0.3278], [0.4412, -1.3815, -0.2480], [1.7120, -1.0596, -0.6894], [2.3247, 0.1282, -0.1962], [-2.4057, 2.0091, 0.1710], [0.1728, -2.4373, -0.1898], [2.0370, 1.0672, -0.7126], [3.3752, -0.0819, -0.3925], [2.1563, 0.2664, 0.8829]]}


{"formula": "C10H30CuO10", "method": "ωB97M-V/def2-TZVPD", "total_charge": 1, "homo_energy_ev": -12.364, "de_lowest_kj_mol": 220.4, "orbital_gap_ha": 0.34283, "total_energy_ha": -2791.52310, "symbols": ["Cu", "C", "C", "O", "O", "H", "H", "H", "H", "H", "H", "C", "C", "O", "O", "H", "H", "H", "H", "H", "H", "C", "C", "O", "O", "H", "H", "H", "H", "H", "H", "C", "C", "O", "O", "H", "H", "H", "H", "H", "H", "C", "C", "O", "O", "H", "H", "H", "H", "H", "H"], "xyz": [[-0.1824, 0.3179, 0.4721], [2.7070, 0.1754, 2.0842], [3.4932, 0.9898, 1.0690], [4.0037, 2.1600, 1.7114], [1.4728, 0.8491, 2.2596], [3.1721, 0.1864, 3.0699], [2.5945, -0.8305, 1.6797], [2.9070, 1.3118, 0.2083], [4.3487, 0.4211, 0.7046], [4.0756, 2.7946, 0.9946], [1.5377, 1.3867, 3.0523], [-2.2588, 0.9318, 2.9070], [-2.9053, -0.3999, 2.5566], [-1.9897, -1.2855, 1.9593], [-1.9356, 1.7150, 1.7169], [-1.2456, 0.8565, 3.3018], [-2.9278, 1.5894, 3.4621], [-3.8438, -0.2646, 2.0191], [-3.2788, -0.9703, 3.4070], [-2.2952, -2.1823, 1.8040], [-1.6323, 2.6041, 1.9145], [-3.4581, -2.5269, -1.1983], [-2.1003, -1.9153, -1.4710], [-1.9486, -0.6030, -0.9400], [-4.3441, -2.1761, -2.2715], [-3.8406, -2.2766, -0.2088], [-3.2913, -3.6026, -1.1415], [-1.8675, -1.9717, -2.5344], [-1.2762, -2.4137, -0.9605], [-1.9922, 0.0596, -1.6332], [-4.6811, -1.2805, -2.1952], [1.4409, -2.6823, -0.4843], [1.2962, -3.1411, -1.9585], [2.3735, -2.9546, -2.7758], [1.4741, -1.2770, -0.4185], [2.3878, -2.9772, -0.0320], [0.6016, -3.1895, -0.0085], [0.5745, -2.4816, -2.4404], [0.9947, -4.1882, -1.9876], [2.6261, -2.0320, -2.8575], [2.0212, -0.9229, -1.1234], [0.7088, 3.9983, -0.9903], [0.0075, 2.6714, -1.3288], [0.8297, 1.5611, -1.2617], [1.8591, 4.4007, -1.8072], [1.1340, 3.9851, 0.0133], [0.0532, 4.8629, -1.0943], [-0.3378, 2.8108, -2.3532], [-0.8071, 2.6246, -0.6062], [1.4646, 1.5869, -1.9813], [2.2802, 3.6949, -2.3034]]}